Density functional theory data (ωB97M-V with the def2-TZVPD basis set) for a cluster of 3 separate species, C4H14NO3 in total in a non-equilibrium geometry.

The geometry in XYZ format:
```
22
Properties=species:S:1:pos:R:3:lowdin_charge:R:1
C 2.3255 1.1446 1.5514 -0.1039
C 1.4627 1.3552 0.3273 -0.3145
N 0.8978 0.1280 -0.2337 -0.1050
C 0.0235 0.3963 -1.3631 -0.2475
C -1.4475 0.6727 -0.8945 -0.4578
O -1.7921 -0.1451 0.1257 -0.3134
H 1.7740 0.7095 2.3683 0.0678
H 3.1783 0.5209 1.3491 0.0551
H 2.7449 2.0991 1.8218 0.0557
H 1.9101 1.8473 -0.5227 0.0947
H 0.6683 2.0571 0.6592 0.1105
H 0.3137 -0.3202 0.4722 0.0862
H 0.3951 1.2356 -1.9503 0.0934
H -0.0052 -0.5242 -1.9484 0.0907
H -1.9892 0.5778 -1.8724 0.0858
H -1.5366 1.7489 -0.6158 0.0832
H -4.1489 -1.2049 0.3278 -0.0040
H -3.2264 -0.1629 0.7476 -0.0510
O -4.1871 -0.3994 0.8553 -0.1628
H 2.3059 -3.2551 -0.3864 0.0255
H 2.5062 -1.8124 -0.4749 0.0057
O 3.0380 -2.6300 -0.4621 -0.0946
```

HOMO level = -3.65 eV
energy above the lowest of the compared OMol25 structures with the same formula, charge and spin = 83.2 kJ/mol
frontier orbital gap = 7.40 eV
total charge = -1
molecular weight = 124.160 g mol⁻¹
total energy = -12008.0341 eV
largest force on an atom = 0.030 Eh/bohr



Density functional theory data (ωB97M-V with the def2-TZVPD basis set) for a structure of composition C4H14NO3 in a non-equilibrium geometry.

The geometry in XYZ format:
```
22
Properties=species:S:1:pos:R:3:lowdin_charge:R:1
C 0.1568 0.6244 2.3084 0.0022
C 0.3691 0.5525 0.6966 -0.3182
C -0.2361 2.2327 0.3265 0.1936
C 0.7349 1.4978 -0.4795 -0.3276
O 0.2170 0.9412 -1.6346 -0.1277
N -0.5679 -0.3752 0.0743 0.0378
H 0.5718 -0.3456 2.6081 0.0799
H -0.8359 0.7316 2.7933 0.1053
H 0.8709 1.3956 2.6668 0.0973
H 1.3193 -0.0672 0.7750 0.2169
H 0.1410 3.0383 0.9992 0.1452
H -1.2755 2.3844 0.1147 0.1377
H 1.6618 1.9725 -0.7137 0.1658
H -1.5777 -0.0823 0.4132 0.2004
H -0.4026 -1.3349 0.3174 0.0657
H -0.3078 -0.0506 -1.2128 0.0368
H -0.2496 -3.9702 1.1386 0.1274
H 1.2089 -3.2109 0.9551 0.0777
O 0.2222 -3.0848 0.8617 -0.1135
H 0.0640 -1.3858 -2.6804 0.1595
H -1.2091 -0.5538 -2.7785 0.0924
O -0.7084 -1.0239 -2.1056 -0.0546
```

HOMO level = -13.29 eV
energy above the lowest of the compared OMol25 structures with the same formula, charge and spin = 632.9 kJ/mol
frontier orbital gap = 8.31 eV
total charge = +1
molecular weight = 124.160 g mol⁻¹
total energy = -11995.2508 eV
largest force on an atom = 0.135 Eh/bohr



Density functional theory data (ωB97M-V with the def2-TZVPD basis set) for a cluster of 3 separate species, C4H14NO3 in total in a non-equilibrium geometry.

The geometry in XYZ format:
```
22
Properties=species:S:1:pos:R:3:lowdin_charge:R:1
O -2.3221 -1.3484 0.9548 0.1259
C -1.5964 -0.7169 0.2470 -0.2558
C -0.2381 -0.2402 0.7104 -0.2609
C -0.4721 1.3274 0.7616 -0.1909
C -1.6153 1.7615 1.6909 -0.0664
N 0.8162 -0.5598 -0.2484 0.1988
H -1.8424 -0.3478 -0.7650 0.1505
H -0.0421 -0.5086 1.7628 0.1753
H -0.7073 1.6502 -0.2681 0.1203
H 0.5325 1.6899 1.0187 0.1205
H -2.5905 1.4047 1.3999 0.0753
H -1.4211 1.4731 2.7209 0.0941
H -1.7977 2.8141 1.4962 0.0868
H 1.2088 0.2689 -0.7397 0.1257
H 0.5304 -1.1959 -1.0060 0.1103
H 1.6638 -1.0126 0.1009 0.1761
H -0.6380 -3.2838 -1.9844 0.0743
H 0.8202 -3.5688 -1.9365 0.0700
O 0.2066 -2.8324 -1.8664 -0.0336
H 3.6613 1.1341 -0.7567 0.0764
H 2.8036 1.4092 -1.9434 0.0711
O 3.0397 0.6822 -1.3496 -0.0437
```

HOMO level = -13.91 eV
energy above the lowest of the compared OMol25 structures with the same formula, charge and spin = 93.1 kJ/mol
frontier orbital gap = 10.71 eV
total charge = +1
molecular weight = 124.160 g mol⁻¹
total energy = -12000.8456 eV
largest force on an atom = 0.054 Eh/bohr



Density functional theory data (ωB97M-V with the def2-TZVPD basis set) for a cluster of 4 separate species, C4H14NO3 in total in a non-equilibrium geometry.

The geometry in XYZ format:
```
22
Properties=species:S:1:pos:R:3:lowdin_charge:R:1
C 0.3934 0.4301 2.5788 -0.0672
C -0.0892 -0.4809 1.4998 -0.1073
C 0.0052 -0.1704 0.2154 -0.0862
N -0.4482 -1.0292 -0.8538 0.0664
C -0.2906 -0.6535 -2.0587 0.1496
H -0.3326 0.7403 3.3144 0.0859
H 1.0470 -0.2711 3.1283 0.0910
H 1.1863 1.1236 2.2507 0.0937
H -0.6303 -1.3332 1.8580 0.0952
H 0.3364 0.8198 -0.1359 0.0940
H -0.9093 -1.8850 -0.5435 0.1377
H -0.6323 -1.3939 -2.7656 0.1214
H 0.1868 0.2426 -2.4285 0.0953
H -2.6478 -2.4781 1.5642 0.0703
H -3.3829 -2.2686 0.2818 0.0653
O -2.4881 -2.2753 0.6306 -0.0425
H 2.7074 0.1502 -1.5351 0.0648
H 2.7491 0.8444 -2.8797 0.0701
O 2.1888 0.2708 -2.3404 -0.0565
H -0.2744 3.4351 -0.1395 0.0593
H 0.9263 3.3335 -1.1404 0.0508
O 0.3991 2.8488 -0.5007 -0.0511
```

HOMO level = -13.38 eV
energy above the lowest of the compared OMol25 structures with the same formula, charge and spin = 158.1 kJ/mol
frontier orbital gap = 9.50 eV
total charge = +1
molecular weight = 124.160 g mol⁻¹
total energy = -12000.1722 eV
largest force on an atom = 0.054 Eh/bohr



Density functional theory data (ωB97M-V with the def2-TZVPD basis set) for a cluster of 3 separate species, C4H14NO3 in total in a non-equilibrium geometry.

The geometry in XYZ format:
```
22
Properties=species:S:1:pos:R:3:lowdin_spin:R:1
C -0.0270 1.1546 -0.5533 0.0045
C 0.8070 0.4715 -1.6703 0.0112
C 2.2069 -0.0629 -1.1907 0.0875
C 2.3494 -1.2460 -0.3381 0.1189
O 1.3378 -1.7469 0.1282 0.5967
N -0.6856 -0.0267 0.2322 0.0721
H 0.6524 1.7009 0.0412 0.0000
H -0.7867 1.8599 -0.8643 0.0020
H 0.4832 -0.2781 -2.4419 0.0011
H 0.8437 1.3196 -2.3374 0.0071
H 2.7714 -0.1152 -2.1418 0.0054
H 2.7693 0.8797 -0.7541 0.0059
H 3.4564 -1.7433 -0.4038 0.0735
H 0.1393 -0.8276 0.1050 0.0083
H -1.5279 -0.3488 -0.2303 0.0010
H -1.0511 0.2874 1.2293 0.0028
H -3.8520 -1.1348 0.3538 0.0000
H -3.3797 -2.4702 -0.3599 0.0000
O -3.1200 -1.5658 0.0208 0.0011
H -1.9390 1.0665 3.5930 0.0000
H -0.5003 1.6229 4.1715 0.0000
O -0.9472 1.2033 3.4109 0.0010
```

HOMO level (alpha / beta) = -17.75 / -17.74 eV
energy above the lowest of the compared OMol25 structures with the same formula, charge and spin = 229.8 kJ/mol
frontier orbital gap (alpha / beta) = 7.56 / 3.43 eV
total charge = +2
molecular weight = 124.160 g mol⁻¹
total energy = -11985.5799 eV
spin multiplicity = 2
largest force on an atom = 0.104 Eh/bohr



Density functional theory data (ωB97M-V with the def2-TZVPD basis set) for a cluster of 2 separate species, C4H14NOS in total in a non-equilibrium geometry.

The geometry in XYZ format:
```
21
Properties=species:S:1:pos:R:3:lowdin_charge:R:1
C -0.5126 -0.4173 1.3996 -0.0892
C 0.6044 -0.7979 0.2155 -0.2011
C 1.4704 0.4342 -0.3038 -0.4372
S 0.2894 1.6354 -0.9877 0.8033
C -0.3637 1.0457 -2.5357 -0.3947
N 0.4077 -0.1364 2.6441 0.1413
H -1.1803 0.4953 1.3058 0.1250
H -1.0331 -1.4150 1.5727 0.0948
H -0.0183 -1.1424 -0.5741 0.0631
H 1.0343 -1.6797 0.4573 0.0643
H 2.0876 0.2379 -1.1789 0.0783
H 1.9308 0.8867 0.5346 0.0394
H -0.0888 1.8288 -3.3735 0.0897
H -1.4162 1.1122 -2.3661 0.0159
H -0.0189 0.1213 -2.8270 0.0092
H 1.2131 -0.6980 2.6094 0.1123
H 0.7686 0.8324 2.7601 0.1746
H 0.0554 -0.6200 3.5846 0.2259
H -1.5768 -3.4117 0.6929 0.0704
H -2.6087 -2.2982 0.5694 0.1256
O -1.7281 -2.6311 0.1091 -0.1109
```

HOMO level = -11.61 eV
energy above the lowest of the compared OMol25 structures with the same formula, charge and spin = 283.4 kJ/mol
frontier orbital gap = 7.82 eV
total charge = +1
molecular weight = 124.229 g mol⁻¹
total energy = -18739.2503 eV
largest force on an atom = 0.102 Eh/bohr



Density functional theory data (ωB97M-V with the def2-TZVPD basis set) for a cluster of 2 separate species, C4H14NOS in total in a non-equilibrium geometry.

The geometry in XYZ format:
```
21
Properties=species:S:1:pos:R:3:lowdin_charge:R:1
C 1.2570 1.2780 -0.0087 -0.1402
C 0.6186 1.4303 1.3429 -0.2546
C -0.8408 0.9357 1.4678 -0.4318
S -1.2754 -0.7247 0.7375 0.8421
C -2.1977 -0.2472 -0.8031 -0.3673
N 1.6276 -0.1922 -0.1871 0.1051
H 0.5224 1.5191 -0.7873 0.1349
H 2.2355 1.7631 -0.1922 0.1426
H 0.6824 2.4682 1.6865 0.1277
H 1.2631 0.9308 2.1136 0.1264
H -1.3630 1.7870 1.0226 0.0881
H -1.0613 0.8636 2.5421 0.0813
H -2.3070 0.8336 -0.8945 0.0361
H -3.1888 -0.6816 -0.8699 0.0305
H -1.8268 -0.5614 -1.8036 0.0449
H 0.7357 -0.7047 -0.2982 0.0357
H 2.3256 -0.4016 -0.9026 0.1289
H 1.8728 -0.5740 0.7377 0.1587
H 1.8460 -1.0537 -3.2610 0.0754
H 1.3428 -2.2871 -2.3742 0.0760
O 1.6066 -1.3625 -2.3824 -0.0405
```

HOMO level = -12.83 eV
energy above the lowest of the compared OMol25 structures with the same formula, charge and spin = 91.5 kJ/mol
frontier orbital gap = 9.90 eV
total charge = +1
molecular weight = 124.229 g mol⁻¹
total energy = -18741.2396 eV
largest force on an atom = 0.039 Eh/bohr



Density functional theory data (ωB97M-V with the def2-TZVPD basis set) for the ion C4H14NOSi with charge +1 in a non-equilibrium geometry.

The geometry in XYZ format:
```
21
Properties=species:S:1:pos:R:3:lowdin_charge:R:1
C 1.6075 -1.4478 -0.8642 -0.1685
C -1.3191 -0.7252 -1.3922 -0.1617
C -0.2513 -0.9267 1.7527 -0.1597
C 0.2057 1.3088 -0.2344 -0.2001
N -0.5746 2.1797 0.7243 0.1478
O 1.6137 1.5420 0.7652 -0.1950
Si 0.0933 -0.6543 -0.1669 0.5852
H 1.4362 -2.5421 -0.5824 0.0801
H 1.5966 -1.1653 -1.9134 0.0393
H 2.6096 -1.1220 -0.4592 0.0589
H -1.4181 0.2121 -1.9081 0.0262
H -1.0730 -1.5070 -2.1256 0.0542
H -2.2346 -0.8888 -0.9076 0.0172
H 0.6424 -0.8587 2.4378 0.0601
H -0.8653 -0.2633 2.3195 -0.0031
H -0.8001 -1.8912 1.7887 0.0388
H 0.3276 1.8394 -1.2315 0.1356
H -0.7509 3.0592 0.3059 0.1347
H -1.5372 1.8065 1.0235 0.1990
H 0.1664 2.2752 1.5257 0.1953
H 2.3598 1.1768 0.1369 0.1157
```

HOMO level = -14.35 eV
energy above the lowest of the compared OMol25 structures with the same formula, charge and spin = 222.9 kJ/mol
frontier orbital gap = 10.91 eV
total charge = +1
molecular weight = 120.248 g mol⁻¹
structure (SMILES) = C[Si](C)(C)[C@@H]([NH3+])O
total energy = -15782.1355 eV
largest force on an atom = 0.099 Eh/bohr



Density functional theory data (ωB97M-V with the def2-TZVPD basis set) for a cluster of 2 separate species, C4H14NS2 in total in a non-equilibrium geometry.

The geometry in XYZ format:
```
21
Properties=species:S:1:pos:R:3:lowdin_charge:R:1
C -0.1675 -0.9154 -1.1458 -0.2397
C -0.2741 -1.1227 -2.6588 -0.5678
S -1.9655 -1.1037 -3.3008 0.7559
N 1.2035 -0.4933 -0.7486 0.1732
H -0.4304 -1.8262 -0.6035 0.1360
H -0.8988 -0.2205 -0.7311 0.1123
H 0.0995 -2.1242 -2.8705 0.0786
H 0.3111 -0.3746 -3.1944 0.0765
H -2.1731 0.2287 -3.1756 -0.1168
H 1.2110 -0.1988 0.2549 0.0400
H 1.4940 0.3230 -1.2985 0.1737
H 1.9047 -1.2192 -0.8584 0.1715
C -0.4916 1.9219 1.8438 -0.1711
C -0.1728 0.5632 2.4476 -0.5941
S 1.6358 0.3230 2.4886 0.7464
H -0.3436 1.9596 0.7648 0.0571
H 0.1267 2.6843 2.3107 0.0719
H -1.5101 2.2362 2.0636 0.0845
H -0.5878 0.4419 3.4436 0.0778
H -0.6129 -0.2307 1.8384 0.0495
H 1.6419 -0.8524 3.1301 -0.1153
```

HOMO level = -12.94 eV
energy above the lowest of the compared OMol25 structures with the same formula, charge and spin = 66.0 kJ/mol
frontier orbital gap = 9.53 eV
total charge = +1
molecular weight = 140.297 g mol⁻¹
total energy = -27529.0300 eV
largest force on an atom = 0.023 Eh/bohr



Density functional theory data (ωB97M-V with the def2-TZVPD basis set) for a cluster of 3 separate species, C4H14O2 in total in a non-equilibrium geometry.

The geometry in XYZ format:
```
20
Properties=species:S:1:pos:R:3:lowdin_charge:R:1
C 2.2599 -1.0458 1.8378 -0.1146
C 1.4800 2.4741 0.5333 -0.1171
C 1.5998 0.9451 0.3273 -0.2892
C 2.6155 0.3213 1.2694 -0.3020
H 3.0106 -1.4154 2.5278 0.0698
H 1.7256 -1.5882 1.0705 0.0682
H 1.3881 -0.9111 2.5047 0.0726
H 0.7335 2.9634 -0.0924 0.0664
H 2.4656 2.8768 0.2796 0.0704
H 1.2498 2.5500 1.5940 0.0680
H 1.8594 0.7105 -0.7141 0.1043
H 0.5695 0.6154 0.4803 0.1016
H 3.6079 0.3302 0.8111 0.1032
H 2.7758 1.0358 2.0917 0.0983
H -3.7487 -2.4148 -4.0315 0.0503
H -5.0412 -3.1087 -3.7630 0.0445
O -4.4012 -2.5347 -3.3289 -0.0460
H -5.1985 -0.1066 -0.7871 0.0277
H -4.5805 -1.1160 -1.6971 -0.0055
O -4.3710 -0.5814 -0.9136 -0.0712
```

HOMO level = -10.75 eV
energy above the lowest of the compared OMol25 structures with the same formula, charge and spin = 77.1 kJ/mol
frontier orbital gap = 11.39 eV
total charge = 0
molecular weight = 94.154 g mol⁻¹
structure (SMILES) = CCCC.O.O
total energy = -8469.5605 eV
largest force on an atom = 0.050 Eh/bohr